# 1
Formula: C40H35FIN5NaO7S
Source: the Open Molecules 2025 dataset
Level of theory: wB97M-V/def2-TZVPD

Computed properties:
ΔE to the lowest compared entry with this formula, charge and spin ... 16.7 kJ/mol
Charge ... -1
Lowest unoccupied orbital energy ... -0.04 eV

Last column: Mulliken charge in e.
Geometry (Å):
Na  3.0346  0.1112  1.1938  1.050
C  1.5487  -4.1023  -3.3697  -1.433
C  2.5929  -3.3680  -2.5709  0.928
C  3.1114  -2.1595  -3.0365  -0.411
C  4.0202  -1.4385  -2.2861  -0.412
C  4.4367  -1.9319  -1.0550  -0.164
C  3.9538  -3.1373  -0.5869  -0.607
C  3.0301  -3.8486  -1.3451  -0.436
S  5.5716  -0.9954  -0.0523  1.317
O  6.9026  -1.1822  -0.6009  -0.788
O  5.3810  -1.4807  1.3094  -0.702
N  4.9491  0.4345  -0.2538  -0.106
C  5.5368  1.5549  0.2714  0.349
C  6.7856  1.6375  0.8722  -0.977
C  7.2788  2.8516  1.3800  -0.738
C  6.5600  4.0113  1.3107  -1.043
C  5.2763  3.9818  0.7160  1.607
C  4.4532  5.1256  0.6317  -0.721
C  3.2116  5.0301  0.0741  -0.720
C  2.7894  3.7744  -0.4076  -0.152
N  3.5252  2.6972  -0.3637  -0.219
C  4.7600  2.7727  0.1916  0.124
H  0.7578  -3.4193  -3.6905  0.128
H  1.0879  -4.8903  -2.7734  0.312
H  1.9773  -4.5568  -4.2666  0.424
H  2.7610  -1.7611  -3.9835  0.352
H  4.3830  -0.4751  -2.6186  0.350
H  4.2531  -3.4804  0.3943  0.403
H  2.6045  -4.7623  -0.9463  0.246
H  7.3909  0.7458  0.9508  0.419
H  8.2580  2.8533  1.8461  0.357
H  6.9383  4.9419  1.7174  0.322
H  4.8195  6.0659  1.0302  0.353
H  2.5504  5.8854  0.0104  0.380
H  1.7928  3.6616  -0.8250  0.337
F  -3.0841  0.7731  -1.8740  -0.574
C  -2.7901  0.5831  -0.5499  0.513
C  -1.5976  1.0388  -0.0732  -0.881
C  -1.3232  0.9319  1.2825  0.383
C  0.0500  1.3268  1.7230  0.803
O  0.8137  1.7203  0.8629  -0.433
C  0.2948  1.1316  3.1394  -0.196
C  -0.7172  0.6960  3.9152  -0.318
N  -1.9843  0.3579  3.4971  0.279
C  -2.9234  -0.1952  4.4278  -0.327
C  -4.1787  0.5763  4.7277  -0.405
C  -3.0848  0.4746  5.7534  -0.956
C  -2.2869  0.4148  2.1536  0.079
C  -3.4883  -0.0842  1.6324  -0.938
C  -3.7330  -0.0344  0.2719  -0.050
N  -4.9371  -0.6369  -0.2260  0.369
C  -4.9044  -1.5957  -1.3083  -0.748
C  -5.2015  -1.0395  -2.6960  -0.454
N  -6.4473  -0.1834  -2.6109  -0.075
C  -6.3408  0.8789  -1.5433  -0.569
C  -6.1328  0.1612  -0.2107  -0.827
C  1.6669  1.3118  3.8234  -0.088
O  1.6350  1.4484  5.0581  -0.843
O  2.6365  1.2415  3.0412  -0.629
H  -0.8443  1.4693  -0.7207  0.699
H  -0.5205  0.5668  4.9714  0.646
H  -3.0010  -1.2780  4.4066  0.445
H  -5.0930  0.0190  4.8820  0.296
H  -4.2888  1.5258  4.2214  0.204
H  -3.2378  -0.1620  6.6127  0.252
H  -2.4870  1.3560  5.9357  0.337
H  -4.2073  -0.5858  2.2645  0.591
H  -5.6590  -2.3676  -1.0927  0.355
H  -3.9332  -2.0899  -1.3328  0.240
H  -5.3952  -1.8331  -3.4159  0.418
H  -4.4201  -0.3945  -3.0703  0.112
H  -7.2507  -0.7752  -2.3906  0.390
H  -6.6227  0.2407  -3.5202  0.363
H  -7.2569  1.4682  -1.5770  0.425
H  -5.4815  1.4971  -1.7988  0.317
H  -7.0118  -0.4732  -0.0176  0.338
H  -6.0752  0.8924  0.5931  0.448
I  -2.4206  -0.6114  -5.3300  -0.015
C  -1.3827  -1.1103  -3.5712  -0.576
C  -1.7939  -2.2263  -2.8535  -0.438
C  -1.1363  -2.5329  -1.6697  -1.006
C  -0.0863  -1.7452  -1.2073  1.816
C  0.3135  -0.6451  -1.9523  -0.586
C  -0.3334  -0.3176  -3.1407  -0.487
C  0.5998  -2.1092  0.1244  -0.939
O  0.1990  -3.1616  0.6502  -0.890
O  1.4811  -1.3117  0.5118  -0.463
H  -2.5970  -2.8537  -3.2261  0.656
H  -1.3973  -3.3993  -1.0730  0.575
H  1.1326  -0.0394  -1.5812  0.756
H  -0.0184  0.5430  -3.7166  0.474

=====

# 2
Formula: C4H16N2O2
Source: the Open Molecules 2025 dataset
Level of theory: wB97M-V/def2-TZVPD

Computed properties:
ΔE to the lowest compared entry with this formula, charge and spin ... 135.6 kJ/mol
SMILES ... CNCCNC.O.O
Lowest unoccupied orbital energy ... 0.82 eV

Last column: natural (NBO) charge in e.
Geometry (Å):
C  2.9825  0.2754  -0.8563  -0.412
N  1.5837  0.1224  -1.3002  -0.653
C  0.6904  -0.0937  -0.2024  -0.220
C  -0.7665  -0.3943  -0.6027  -0.218
N  -1.5384  -0.6202  0.6014  -0.662
C  -2.5851  0.3174  0.9690  -0.400
H  3.0841  -0.2095  0.1132  0.184
H  3.1869  1.3459  -0.8069  0.198
H  3.6783  -0.0997  -1.6066  0.198
H  1.4480  -0.5729  -2.0218  0.357
H  0.9943  -0.8073  0.5657  0.158
H  0.6143  0.7842  0.4534  0.184
H  -1.0824  0.4987  -1.1354  0.196
H  -0.8009  -1.3170  -1.1895  0.179
H  -1.7038  -1.5635  0.8886  0.358
H  -2.2386  1.3125  0.7116  0.197
H  -3.5162  0.1181  0.4378  0.170
H  -2.7156  0.2750  2.0474  0.195
O  1.0582  2.8040  -2.3954  -0.942
H  0.7739  1.8898  -2.5258  0.477
H  1.8818  2.7898  -2.8946  0.458
O  -1.7752  -2.6466  3.6449  -0.934
H  -1.6493  -2.2336  2.8010  0.463
H  -1.6044  -1.9749  4.3035  0.471